[1]
Below is a cluster of 4 separate species, C5H13NO2 in total, with properties calculated with ωB97M-V/def2-TZVPD.

- ⟨S²⟩: 1.3957
- Kohn-Sham gap (spin up / spin down): 4.13 / 5.83 eV
- Lowest unoccupied orbital energy (spin up / spin down): 1.04 / 2.48 eV

The geometry in ORCA input format:
```
! wB97M-V def2-TZVPD RIJCOSX def2/J DEFGRID3
* xyz -1 2
C -0.9764 0.8176 -1.2016
C -1.5843 2.6627 0.3492
C -0.1823 -0.0688 -0.2537
N -0.6998 -0.4615 1.0887
C -0.0464 -1.4653 1.7198
C 0.6638 -2.5644 1.1850
O 0.7693 -1.9403 -2.2438
H -0.2202 1.4326 -1.6942
H -1.6196 0.2672 -1.7867
H -0.5532 2.7690 0.3717
H -1.6835 1.9272 -0.2993
H -2.0825 2.2914 1.1541
H 0.7090 0.4619 0.0001
H 0.2475 -0.9908 -0.7442
H -1.9317 3.6559 0.1276
H 0.4580 -2.7068 0.1120
H -0.3089 -1.5610 2.7947
H 1.4985 -3.0059 1.7269
H 1.5533 -2.0244 -2.8590
H 2.1922 2.8231 -0.1606
O 1.6549 2.1403 0.0993
*
```

[2]
Below is a cluster of 2 separate species, C5H13NO2 in total, with properties calculated with ωB97M-V/def2-TZVPD.

- ⟨S²⟩: 0.7531
- Kohn-Sham gap (spin up / spin down): 3.34 / 7.64 eV
- Lowest unoccupied orbital energy (spin up / spin down): 3.93 / 3.85 eV

The geometry in ORCA input format:
```
! wB97M-V def2-TZVPD RIJCOSX def2/J DEFGRID3
* xyz -1 2
C -0.5644 -1.2914 1.4005
C -0.7437 -2.6823 0.7128
C 0.8546 -0.7769 1.6492
N 1.6311 -0.5795 0.3074
C 1.1182 0.6100 -0.4024
C 0.0944 0.2424 -1.4399
O -0.6183 1.0324 -1.9683
H -1.2230 -1.2000 2.2769
H -1.0001 -0.4575 0.7394
H -1.4779 -2.6175 -0.1374
H -1.0272 -3.5630 1.3861
H 0.3110 -2.9967 0.3921
H 1.4869 -1.5573 2.2257
H 0.8111 0.1907 2.2317
H 2.6481 -0.4503 0.4976
H 2.0245 1.1624 -0.8308
H 0.8232 1.4093 0.3599
H 0.0014 -0.7919 -1.6932
H -2.2420 3.2636 -0.7045
H -0.9528 2.3590 -0.9665
O -1.4011 3.0544 -0.4630
*
```

[3]
Below is a cluster of 2 separate species, C5H13NO2 in total, with properties calculated with ωB97M-V/def2-TZVPD.

- Structure (SMILES): C=CCCNCO.O
- Kohn-Sham gap: 9.35 eV
- Lowest unoccupied orbital energy: 0.74 eV

The geometry in ORCA input format:
```
! wB97M-V def2-TZVPD RIJCOSX def2/J DEFGRID3
* xyz 0 1
C -0.4260 0.7447 1.4252
C 0.5088 1.2527 0.2348
C -0.3929 1.5101 -0.9648
C -0.4047 1.1561 -2.2497
N 0.2625 0.0883 2.5428
C 0.9621 -1.2807 2.2011
O 0.7976 -2.0534 3.3483
H -0.9916 -0.1219 1.1010
H -1.2504 1.3358 1.7933
H 0.7762 2.2974 0.6622
H 1.4316 0.6668 -0.1095
H -1.3120 2.2229 -0.9235
H -0.9368 1.7653 -3.0120
H 0.0454 0.1189 -2.5351
H 0.9780 0.5981 3.0127
H 0.3291 -1.5992 1.3328
H 2.0307 -1.1994 2.0714
H -0.1407 -1.9376 3.6563
H -0.4382 -1.3096 -5.0232
H -1.0376 -2.6089 -4.3760
O -0.7912 -1.6464 -4.1882
*
```

[4]
Below is a cluster of 2 separate species, C5H13NO2 in total, with properties calculated with ωB97M-V/def2-TZVPD.

- Structure (SMILES): OC[C@@H]1CCCN1.O
- Kohn-Sham gap: 9.74 eV
- Lowest unoccupied orbital energy: 0.81 eV

The geometry in ORCA input format:
```
! wB97M-V def2-TZVPD RIJCOSX def2/J DEFGRID3
* xyz 0 1
N 0.7057 -0.2002 -0.7952
C 0.6153 1.3089 -0.6695
C 0.3946 1.5597 0.8200
C 0.7611 0.3366 1.5578
C 0.6421 -0.7993 0.5590
C -0.6072 -1.6524 0.5570
O -0.7983 -2.4933 -0.5995
H 1.6136 -0.5469 -1.1348
H -0.0970 1.6838 -1.3898
H 1.7192 1.5761 -0.7634
H -0.7249 1.7676 0.9981
H 0.8736 2.4966 1.1334
H 1.8615 0.3879 1.8312
H 0.1993 0.3365 2.5539
H 1.5649 -1.3979 0.7274
H -0.8216 -2.3636 1.4787
H -1.4786 -0.9827 0.2405
H -0.1854 -3.2533 -0.5165
H -1.7729 0.9426 -2.9384
H -2.1858 0.2751 -1.5304
O -2.2792 1.0181 -2.1197
*
```

[5]
Below is a cluster of 3 separate species, C5H13NO2 in total, with properties calculated with ωB97M-V/def2-TZVPD.

- Structure (SMILES): C=C/C(N)=C/C.O.O
- Kohn-Sham gap: 9.36 eV
- Lowest unoccupied orbital energy: 0.69 eV

The geometry in ORCA input format:
```
! wB97M-V def2-TZVPD RIJCOSX def2/J DEFGRID3
* xyz 0 1
C 1.8052 0.9652 -1.4125
N -0.9106 -0.1645 -1.7454
C -0.3869 0.1939 -0.4279
C 0.8720 0.5023 -0.2691
C -2.0114 1.3742 1.0251
C -1.4867 0.2098 0.4966
H 2.5399 0.1896 -1.4724
H 2.3957 1.7636 -1.1662
H 1.2256 1.2628 -2.3597
H -0.4552 -0.6866 -2.4884
H -1.7676 0.2022 -2.0366
H 1.2543 0.4392 0.7219
H -1.6582 2.2433 0.5560
H -2.9721 1.3764 1.6283
H -1.9405 -0.6557 1.0747
H -0.5744 0.0371 2.9758
H 0.8019 -0.1967 2.9391
O 0.1197 -0.5413 3.2876
H 1.7335 -3.2554 -0.2934
H 0.5137 -2.1835 -0.3725
O 0.9020 -3.0759 -0.6608
*
```

[6]
Below is a cluster of 3 separate species, C5H13NO2 in total, with properties calculated with ωB97M-V/def2-TZVPD.

- Kohn-Sham gap (spin up / spin down): 6.70 / 7.14 eV
- Lowest unoccupied orbital energy (spin up / spin down): 0.75 / 0.75 eV

The geometry in ORCA input format:
```
! wB97M-V def2-TZVPD RIJCOSX def2/J DEFGRID3
* xyz 0 1
C -0.3576 0.4694 -0.7329
C 0.4112 0.6719 0.3893
C -2.1015 0.5103 0.9168
C 2.1639 0.3025 -1.1080
C 0.7510 -0.2963 1.4762
N -0.6653 -0.7393 -1.3130
O -2.3217 -0.8909 1.0379
O 1.9440 -0.0940 -2.4244
H -1.9012 -1.2024 1.8452
H 1.2931 -0.8112 -2.4110
H -0.5470 1.3370 -1.3530
H 0.6473 1.7084 0.5880
H -1.3026 -0.6720 -2.0927
H -0.9749 -1.4370 -0.6421
H -2.8472 0.9144 0.2354
H -2.1072 1.0316 1.8754
H 2.6650 -0.4542 -0.4985
H 2.6752 1.2613 -1.1016
H 1.8036 -0.1979 1.7480
H 0.1867 -0.0804 2.3863
H 0.5852 -1.3313 1.1785
*
```

[7]
Below is a cluster of 3 separate species, C5H13NO2 in total, with properties calculated with ωB97M-V/def2-TZVPD.

- Structure (SMILES): C=C/C=C(/C)N.O.O
- Kohn-Sham gap: 8.43 eV
- Lowest unoccupied orbital energy: 0.38 eV

The geometry in ORCA input format:
```
! wB97M-V def2-TZVPD RIJCOSX def2/J DEFGRID3
* xyz 0 1
N 0.3859 -0.4778 2.2533
C 1.7352 -0.8245 1.7802
C 2.1480 -1.1763 0.4867
C 1.5005 -1.0493 -0.7965
C 0.6395 -0.1147 -1.1218
C 2.5657 -1.1280 2.9564
H 0.0474 -1.2916 2.9119
H -0.1895 -0.3012 1.4740
H 3.1774 -1.6314 0.5960
H 1.8233 -1.7805 -1.5063
H -0.0088 -0.0998 -1.9142
H 0.6044 0.8829 -0.6567
H 3.4945 -1.4893 2.9928
H 2.0546 -1.9116 3.4563
H 2.5503 -0.2871 3.6968
H -4.2197 0.5982 -2.5991
H -4.9963 1.5217 -1.6698
O -4.4887 1.4275 -2.5456
H -3.5712 2.8650 -2.8909
H -2.3463 2.8512 -3.6469
O -2.9063 3.4165 -3.2566
*
```

[8]
Below is a cluster of 3 separate species, C5H13NO2 in total, with properties calculated with ωB97M-V/def2-TZVPD.

- Structure (SMILES): C=CCNC=C.O.O
- Kohn-Sham gap: 8.89 eV
- Lowest unoccupied orbital energy: 0.62 eV

The geometry in ORCA input format:
```
! wB97M-V def2-TZVPD RIJCOSX def2/J DEFGRID3
* xyz 0 1
C -1.7939 -1.1967 0.8016
C -1.5068 -0.2622 -0.0918
N -1.5656 1.1135 0.1837
C -0.6938 1.9846 -0.5923
C 1.5753 1.0412 -1.0836
C 0.7703 1.7455 -0.3046
H -2.0066 -1.0377 1.8544
H -1.8462 -2.2377 0.5147
H -1.1941 -0.5161 -1.0976
H -1.5042 1.2972 1.1738
H -0.9318 3.0099 -0.2883
H -0.9128 1.8918 -1.6628
H 2.5933 0.8560 -0.7572
H 1.3113 0.6633 -2.0609
H 1.0851 2.2128 0.6266
H 0.2142 -1.8831 2.3180
H 1.2224 -0.7217 2.0790
O 0.9800 -1.6060 1.8094
H 1.9871 -2.4444 -0.6097
H 0.9250 -1.2819 -0.6620
O 1.5284 -1.8354 -1.1824
*
```

[9]
Below is an isolated molecule of C5H13NO2, with properties calculated with ωB97M-V/def2-TZVPD.

- Structure (SMILES): C[C@H](NCO)[C@@H](C)O
- Kohn-Sham gap: 9.39 eV
- Lowest unoccupied orbital energy: 0.92 eV

The geometry in ORCA input format:
```
! wB97M-V def2-TZVPD RIJCOSX def2/J DEFGRID3
* xyz 0 1
C 0.4861 -0.2156 -1.7774
C -0.1028 0.2312 -0.2387
C -1.6947 -0.0246 -0.0836
C -2.1865 0.8816 1.0985
O -2.2060 0.1691 -1.4152
N 0.7650 -0.6962 0.6963
C 2.1702 -0.3166 1.0967
O 3.1391 -0.7844 0.1938
H 1.5070 0.1613 -1.8360
H -0.1283 0.3333 -2.6237
H 0.3491 -1.3612 -1.9484
H 0.0262 1.3829 -0.0117
H -2.0572 -1.0895 0.1510
H -2.0447 0.3722 1.9868
H -3.2212 0.9160 1.1905
H -1.5789 1.7247 1.2118
H -2.3962 1.1141 -1.6212
H 0.8641 -1.7224 0.2908
H 2.3016 0.7709 0.8578
H 2.3927 -0.3997 2.0894
H 3.6153 -1.4471 0.6925
*
```

[10]
Below is a cluster of 2 separate species, C5H13NO2 in total, with properties calculated with ωB97M-V/def2-TZVPD.

- Structure (SMILES): CC(C)[C@H](N)C=O.O
- Kohn-Sham gap: 9.94 eV
- Lowest unoccupied orbital energy: 0.85 eV

The geometry in ORCA input format:
```
! wB97M-V def2-TZVPD RIJCOSX def2/J DEFGRID3
* xyz 0 1
O -1.0126 -0.9948 -2.1816
C -0.6878 0.1579 -2.0572
C 0.4558 0.6326 -1.1670
C 0.3858 -0.0599 0.2013
C 1.7598 -0.1750 0.9091
C -0.7053 0.4976 1.1057
N 0.5138 2.0814 -1.1000
H -1.2454 0.9483 -2.5989
H 1.3726 0.3008 -1.6495
H 0.0629 -1.0730 -0.0344
H 1.7121 0.3176 1.8906
H 2.0338 -1.2094 1.0744
H 2.5229 0.3582 0.3296
H -0.5212 1.5406 1.3817
H -0.7287 -0.0573 2.0431
H -1.7008 0.4191 0.6665
H 1.2472 2.5235 -1.6140
H 0.0071 2.5485 -0.3741
H -2.3028 -3.5335 1.1793
H -1.4517 -2.4224 0.5733
O -1.7175 -2.8005 1.4220
*
```

- Which formula does entry 6 have?
  C5H13NO2